Entry w
Here is C3H9NO3 as an isolated structure from OMol25. Energies are from ωB97M-V/def2-TZVPD.

```
16
Properties=species:S:1:pos:R:3:lowdin_charge:R:1
O 2.024 0.882 -1.063 -0.06
C 0.938 0.411 -0.518 -0.25
C -0.332 0.059 -1.438 -0.06
N -0.928 0.588 -0.100 -0.08
C -2.219 -0.156 0.312 -0.32
O -2.058 -1.099 1.262 -0.01
H 0.981 0.138 0.544 0.10
H -0.291 -0.990 -1.675 0.11
H -0.070 0.741 -2.230 0.10
H -1.261 1.560 -0.403 0.15
H -2.943 0.619 0.574 0.11
H -2.619 -0.603 -0.647 0.13
H -1.109 -0.945 1.397 0.10
H 3.500 -0.623 0.650 0.01
H 3.095 0.162 1.769 0.02
O 3.292 -0.744 1.565 -0.04
```

Values from the calculation:
Kohn-Sham gap (eV): 10.167
2S+1: 1
Net charge: 0

=====

Entry x
Here is a 3-piece molecular cluster, C3H9NO3 overall from OMol25. Energies are from ωB97M-V/def2-TZVPD.

```
16
Properties=species:S:1:pos:R:3:lowdin_charge:R:1
O 1.428 0.480 -2.807 0.10
C 1.937 1.059 -1.862 -0.22
C 1.209 1.709 -0.826 0.00
C -1.703 -1.006 2.231 -0.30
O -1.221 -0.635 1.013 -0.33
N -0.108 1.499 -0.729 0.22
H 3.004 0.985 -1.658 0.13
H 1.591 2.460 -0.155 0.14
H -0.965 -1.535 2.868 0.07
H -2.588 -1.687 2.123 0.08
H -2.149 -0.165 2.793 0.06
H -0.406 0.940 -1.530 0.13
H -0.492 1.100 0.143 0.11
H 0.561 -1.681 -1.250 -0.02
H -0.291 -1.419 0.115 -0.04
O 0.193 -2.104 -0.470 -0.13
```

Values from the calculation:
Kohn-Sham gap (eV): 4.108
2S+1: 1
Net charge: 0

=====

Entry y
Here is a 2-piece molecular cluster, C3H9NO3 overall from OMol25. Energies are from ωB97M-V/def2-TZVPD.

```
16
Properties=species:S:1:pos:R:3:lowdin_charge:R:1
O -2.129 -1.688 0.695 0.04
C -1.510 -1.037 -0.098 -0.25
C -0.063 -0.566 0.014 -0.23
N 0.376 0.397 -0.870 -0.05
C 1.763 0.377 -1.207 -0.31
O 2.640 0.393 -0.076 -0.10
H -2.023 -0.476 -1.020 0.15
H 0.598 -1.377 0.089 0.12
H 0.138 -0.172 1.009 0.13
H 0.087 1.327 -0.795 0.11
H 1.961 -0.587 -1.744 0.13
H 1.929 1.102 -1.953 0.10
H 3.359 -0.391 -0.146 0.16
H -2.540 1.542 2.499 0.00
H -2.311 0.102 1.835 0.01
O -2.278 1.053 1.768 -0.02
```

Values from the calculation:
Kohn-Sham gap (eV): 9.923
2S+1: 1
Net charge: 0
SMILES string: O=CCNCO.O

=====

Sorted by energy, starting with the most stable: entry y, entry w, entry x.